1.
Entry from the OMol25 dataset: an isolated molecule of C28H30N4O3 (ωB97M-V/def2-TZVPD).

Properties
electronic energy = -1529.78768 hartree
net charge = 0
energy above the lowest of the compared OMol25 structures with the same formula, charge and spin = 0.0 kJ/mol
E_HOMO = -8.2 eV
SMILES string = Cc1ccc(CNC(=O)CN(C(=O)[C@@]2(C)CC(=O)N=C3C=CC=CN32)c2cccc(C)c2C)cc1
gap between HOMO and LUMO = 8.3 eV
multiplicity = 1

```
65
Properties=species:S:1:pos:R:3:lowdin_charge:R:1
O -0.1817 0.7925 -4.5304 0.05
O 2.6404 -0.3934 -0.1215 0.06
O 0.0553 0.6053 1.0415 0.07
N -0.0799 -0.9652 -0.5353 0.03
N -2.4469 0.7930 -1.2167 0.06
N -2.2161 0.6852 -3.5770 0.19
N 2.4194 -1.1972 1.9749 0.08
C 1.4352 -1.3456 -3.0123 -0.01
C -0.6702 -2.3357 -3.9457 -0.22
C -0.3314 0.2708 -0.0669 -0.38
C -4.3356 0.3911 -2.6259 0.01
C -0.6893 -1.5866 -1.6675 -0.18
C 2.0748 1.1855 3.6177 -0.02
C 3.9956 0.4167 4.8191 -0.04
C 2.5309 2.0443 5.8263 -0.29
C -5.1208 0.1877 -1.5393 -0.06
C 0.7435 -1.7991 0.3254 -0.02
C -3.2260 0.5404 -0.1385 -0.07
C 0.0028 -2.4265 -5.2752 -0.03
C -2.9371 0.6499 -2.5003 -0.27
C 1.7436 2.0028 4.6820 -0.04
C 0.0070 -1.7589 -2.8614 -0.16
C -1.9764 -2.7717 -3.7914 -0.03
C -0.8873 0.9366 -3.5536 -0.49
C 3.2075 0.3821 3.6774 -0.21
C -2.6283 -2.6659 -2.5759 -0.07
C -1.9826 -2.0740 -1.5107 -0.03
C -1.1832 2.6061 -0.2074 0.00
C 3.6626 1.2411 5.8785 -0.05
C -1.0852 1.2756 -0.9715 -0.32
C 3.5716 -0.5065 2.5180 -0.12
C -0.3007 1.5328 -2.2689 0.01
C -4.5435 0.2329 -0.2509 -0.06
C 2.1806 2.9515 6.9668 -0.06
C 2.0194 -1.0303 0.7030 -0.49
H 1.5162 -0.5984 -3.8011 0.08
H 0.1866 -2.0894 1.2238 0.13
H -3.6373 -3.0321 -2.4603 0.11
H 1.1042 3.0917 7.0349 0.07
H -2.7361 0.5905 0.8229 0.14
H 1.8014 -1.6316 2.6417 0.15
H 4.8792 -0.2034 4.8799 0.11
H 2.0393 -2.2028 -3.3095 0.09
H 0.8590 2.6208 4.6227 0.11
H 1.0225 -2.6926 -0.2364 0.15
H -6.1741 -0.0212 -1.6461 0.11
H -1.7841 3.3135 -0.7758 0.10
H -0.2563 2.6103 -2.4545 0.13
H 1.4514 1.1659 2.7368 0.09
H 0.2089 -1.4156 -5.6272 0.08
H 4.2882 1.2576 6.7597 0.11
H -2.4917 -3.2051 -4.6355 0.11
H -5.1317 0.0326 0.6286 0.10
H 1.8462 -0.9370 -2.0937 0.06
H 2.5459 2.5504 7.9096 0.07
H 4.3228 -1.2425 2.8274 0.12
H 0.9491 -2.9606 -5.2073 0.08
H 3.9843 0.0877 1.6958 0.13
H -0.6346 -2.9272 -5.9986 0.08
H 0.7292 1.1897 -2.1620 0.13
H -4.7114 0.3415 -3.6337 0.12
H -0.1836 3.0096 -0.0695 0.10
H -1.6241 2.4756 0.7773 0.08
H -2.4755 -1.9750 -0.5534 0.12
H 2.6383 3.9301 6.8172 0.08
```

2.
Entry from the OMol25 dataset: an isolated molecule of C28H30N6O3 (ωB97M-V/def2-TZVPD).

Properties
electronic energy = -1639.21681 hartree
net charge = 0
energy above the lowest of the compared OMol25 structures with the same formula, charge and spin = 38.9 kJ/mol
E_HOMO = -7.9 eV
SMILES string = CCOc1ccc2[nH]c(=O)c(CN(Cc3ccco3)[C@@H](CC)c3nnnn3Cc3ccccc3)cc2c1
gap between HOMO and LUMO = 8.1 eV
multiplicity = 1

```
67
Properties=species:S:1:pos:R:3:lowdin_charge:R:1
O 1.6229 -1.3095 2.4057 0.02
O -4.3014 1.0985 1.5009 0.04
O 4.2252 4.6715 -1.4951 -0.05
N 0.9201 -1.8945 -0.5273 -0.05
N 1.2276 -0.2825 -1.8423 -0.02
N -1.5393 0.0839 1.3644 -0.09
N 1.7053 -1.4005 -1.4887 0.05
N 2.9773 0.0414 1.2242 0.18
N 0.1312 0.0080 -1.1548 0.09
C -2.0573 1.1572 0.5211 -0.10
C 3.9943 6.8151 -2.4796 -0.06
C -4.3520 1.0693 -0.7188 -0.04
C 1.7872 -0.2282 1.8482 -0.43
C -3.5462 1.0916 0.3824 -0.28
C 4.5075 1.3580 -0.0995 0.00
C 0.1198 -4.1723 -0.1927 -0.22
C -0.0708 -0.9897 -0.3193 -0.25
C -0.5603 -4.8026 0.8395 -0.05
C 3.8357 3.5698 -0.8064 -0.26
C 3.3194 5.7497 -1.6303 -0.26
C 1.0829 2.0031 1.1706 0.04
C -0.2071 -4.4726 -1.5101 -0.04
C -1.8863 -6.0088 -0.7547 -0.09
C -2.3821 -1.8074 0.0123 -0.16
C 1.1954 -3.1598 0.0996 -0.09
C 3.2818 1.1939 0.5491 -0.19
C -5.6845 1.0517 -0.2383 -0.06
C 4.7776 2.5262 -0.7641 0.02
C -3.4013 -2.2565 1.0492 -0.07
C 2.3307 2.2261 0.5169 -0.15
C 2.6223 3.4143 -0.1657 0.04
C -1.2086 -5.3850 -1.7891 -0.08
C 0.7912 0.8343 1.7871 -0.11
C -1.1687 -1.1447 0.6859 -0.24
C -1.5580 -5.7200 0.5587 -0.08
C -0.5673 0.5077 2.3605 -0.11
C -5.5887 1.0676 1.1171 -0.13
H -2.9885 -3.0528 1.6646 0.07
H 1.3012 -2.9993 1.1779 0.11
H -1.6001 1.1566 -0.4746 0.11
H 3.3287 7.6640 -2.6061 0.08
H 2.1544 -3.4901 -0.3115 0.14
H -3.6690 -1.4251 1.6939 0.06
H 0.3533 2.7995 1.1401 0.12
H -6.3315 1.0590 1.8899 0.12
H -2.8346 -1.1013 -0.6821 0.10
H 0.3223 -3.9835 -2.3158 0.12
H 1.8706 4.1871 -0.1811 0.11
H 4.9105 7.1473 -1.9992 0.08
H -0.4484 -0.3112 3.0765 0.13
H -0.9813 1.3712 2.8851 0.13
H 3.6719 -0.6966 1.2483 0.17
H -4.0367 1.0673 -1.7425 0.11
H 5.7155 2.6715 -1.2755 0.12
H -1.4600 -5.6090 -2.8151 0.10
H 5.2337 0.5592 -0.0797 0.12
H -6.5811 1.0302 -0.8232 0.10
H -0.3059 -4.5733 1.8642 0.12
H -4.2984 -2.6275 0.5598 0.08
H -2.0404 -2.6711 -0.5618 0.10
H -0.7998 -1.8254 1.4630 0.15
H -2.0832 -6.2064 1.3671 0.11
H -1.8169 2.1074 1.0047 0.12
H -2.6689 -6.7198 -0.9730 0.10
H 4.2433 6.4073 -3.4552 0.08
H 3.0680 6.1561 -0.6404 0.13
H 2.3959 5.4050 -2.1150 0.13
```

3.
Entry from the OMol25 dataset: C28H31As2BrF6N4O11SSe3SnTe as an isolated structure (ωB97M-V/def2-TZVPD).

Properties
electronic energy = -17861.97767 hartree
net charge = -2
energy above the lowest of the compared OMol25 structures with the same formula, charge and spin = 278.7 kJ/mol
E_HOMO = -0.6 eV
gap between HOMO and LUMO = 4.1 eV
multiplicity = 1

```
89
Properties=species:S:1:pos:R:3:lowdin_charge:R:1
Te 3.1449 -3.4819 -0.4409 -0.04
Sn 0.6490 1.1333 1.6660 1.14
Br 3.5889 2.6575 3.7033 0.77
Se 5.4653 -1.0933 1.7338 -0.25
Se 3.4537 -0.0257 1.6726 -0.39
Se 1.8741 -1.4144 0.1551 -0.40
As 0.2797 1.0973 -1.9000 1.28
As 1.3862 -2.0774 -3.6333 1.29
S -4.0355 -1.0278 1.2103 1.10
F -0.5094 2.7718 5.8377 0.14
F -0.8175 -1.3638 5.8716 0.13
F 0.9791 -0.9870 4.7202 0.18
F -0.4960 0.9921 7.0660 0.13
F -0.8767 -1.4368 3.7118 0.14
F 1.2326 1.4958 5.8630 0.15
O 4.1173 1.7283 -2.0852 -0.01
O -2.7480 0.8020 -1.8760 0.07
O -2.0173 4.6040 1.6316 0.03
O -2.0801 -2.6118 -4.3991 0.09
O 4.0658 -1.6317 -4.4099 -0.12
O 4.0904 0.5667 -4.8656 0.12
O -0.1775 1.2870 3.5425 -0.33
O -0.7608 2.8771 0.9663 -0.22
O -1.3279 -3.7864 -2.6909 -0.04
O 2.5671 2.9935 -2.9703 0.07
O -2.8544 -1.4440 -1.7893 -0.09
N -3.2298 1.5596 1.1057 0.14
N -1.5892 -1.5307 0.7543 0.02
N -1.6685 -0.1653 0.7828 -0.03
N 1.1240 3.4690 2.7896 0.03
C -0.3335 -0.7786 4.7504 -0.56
C -2.2260 0.8599 4.7044 0.03
C 2.3024 -0.3577 -3.5511 -0.32
C -0.3762 2.3177 -3.3152 -0.26
C 0.6952 5.4122 4.7074 -0.06
C -2.7004 -2.1317 0.9502 -0.60
C -0.2547 5.1737 3.7280 -0.01
C 2.0188 3.7156 3.7211 -0.72
C -0.7012 0.7192 4.6635 -0.45
C 0.9580 -1.9900 -5.5677 -0.28
C -4.2793 -1.4160 -1.7468 -0.08
C -0.4193 -1.5674 -3.0493 -0.30
C -0.1017 1.4850 5.8687 -0.54
C -2.8366 -3.6176 0.9712 -0.22
C 1.9870 0.7078 -2.8141 -0.30
C -1.0215 3.8865 1.6988 -0.61
C 2.9296 1.8844 -2.6509 -0.54
C -2.2182 -0.2736 -2.0139 -0.52
C 3.5760 -0.3798 -4.3261 -0.55
C -2.8862 0.2645 1.0043 -0.69
C -3.7428 -4.1612 -0.1297 -0.10
C -0.5828 -3.8017 -1.4468 -0.09
C 1.8683 4.6779 4.7100 -0.11
C -1.3759 -2.6665 -3.4193 -0.58
C 4.6162 0.4934 -1.5207 -0.09
C 0.0049 4.1970 2.7818 -0.18
C 5.2995 -1.7744 -5.1063 -0.04
C -0.7944 -0.4604 -2.4119 -0.31
H -4.6548 -1.6991 -2.7313 0.11
H -2.4693 1.9110 4.5634 0.10
H -3.3930 -3.8352 -1.1108 0.06
H -4.7751 -3.8235 -0.0083 0.07
H -1.3107 2.7409 -2.9578 0.01
H -2.6546 0.5019 5.6410 0.09
H -3.7485 -5.2521 -0.1216 0.08
H -2.5161 2.2357 0.8206 0.07
H -4.5916 -2.1474 -1.0050 0.02
H 5.4017 -2.8346 -5.3202 0.09
H 6.1206 -1.4430 -4.4701 0.10
H 2.6339 4.8149 5.4585 0.10
H 0.4870 -1.0454 -5.8327 0.03
H -4.6349 -0.4254 -1.4742 0.08
H -0.5317 1.7720 -4.2446 0.03
H 3.8213 -0.2104 -1.2871 -0.01
H 0.4850 -3.9227 -1.6243 -0.03
H -4.1894 1.8121 0.9553 0.10
H 0.3858 3.0817 -3.4382 0.01
H -1.8221 -4.0050 0.8654 0.10
H 1.8961 -2.1080 -6.1106 0.01
H -0.7543 -2.8943 -0.8685 0.05
H -1.1825 5.7218 3.6634 0.11
H -2.6473 0.2967 3.8740 0.07
H 0.5207 6.1577 5.4738 0.11
H 5.3264 0.0629 -2.2273 0.09
H 5.2962 -1.1873 -6.0235 0.09
H 5.1295 0.7554 -0.6009 0.02
H 0.2918 -2.8121 -5.8236 0.02
H -0.9597 -4.6656 -0.9046 0.09
H -3.1953 -3.9289 1.9563 0.11
```

Among the records above, which one has the lowest electronic energy?
C28H31As2BrF6N4O11SSe3SnTe